[1]
ORCA calculation (ωB97M-V with the def2-TZVPD basis set) on a molecular structure, CH31O17V at a distorted geometry.

## Properties
* spin multiplicity: 1
* relative energy (zero: lowest compared OMol25 entry of this formula, charge and spin): 0.533 eV
* E: -2279.6876 Eh
* highest occupied orbital energy: -0.3307 Ha

Each line ends with the Löwdin charge.
Positions of all 50 atoms, in Å:
O: -0.09 4.41 -0.34  -0.365
V: 0.00 2.84 -0.02  0.938
O: -0.02 2.35 -1.55  -0.259
C: 0.13 -0.25 -0.10  -0.220
O: 0.16 0.95 0.56  -0.420
H: -0.09 -1.08 0.55  0.064
H: 1.08 -0.24 -0.54  0.055
H: -0.68 -0.09 -0.88  0.067
O: 1.77 -1.68 -2.26  -0.031
H: 1.94 -2.44 -2.79  0.075
H: 2.59 -1.35 -1.89  0.055
O: 0.60 3.47 1.96  -0.113
H: 1.46 2.98 2.21  0.136
H: 0.62 4.37 2.39  0.129
O: 1.74 -0.82 2.40  -0.063
H: 1.25 -0.69 1.58  -0.028
H: 1.01 -0.82 3.07  0.053
O: -1.90 -2.09 -1.69  -0.065
H: -1.90 -1.51 -0.91  -0.024
H: -2.85 -2.19 -1.96  0.066
O: -2.93 -0.25 0.18  -0.005
H: -2.59 -0.70 0.91  -0.004
H: -3.84 -0.43 0.18  0.069
O: -2.08 2.75 0.52  -0.032
H: -2.60 3.29 1.12  0.103
H: -2.34 1.82 0.63  0.059
O: 0.10 0.40 -3.22  -0.059
H: 0.29 -0.13 -3.98  0.051
H: 0.03 -0.26 -2.52  -0.005
O: -1.87 -1.32 2.63  -0.032
H: -2.67 -1.54 3.10  0.064
H: -1.67 -0.49 3.07  0.005
O: -0.57 0.99 3.10  -0.078
H: -0.54 1.92 3.37  0.046
H: -0.30 0.83 2.18  -0.024
O: -0.07 -3.62 1.20  -0.026
H: -0.92 -3.44 0.88  -0.010
H: -0.03 -2.97 1.92  0.016
O: 3.62 1.01 0.60  -0.018
H: 4.38 1.34 0.11  0.049
H: 3.31 0.32 0.09  -0.036
O: 2.52 1.02 -2.58  -0.055
H: 2.80 0.42 -3.26  0.022
H: 1.69 0.60 -2.33  -0.041
O: -2.34 1.24 -2.11  -0.081
H: -2.47 0.57 -1.42  -0.028
H: -2.41 0.67 -2.93  0.069
O: 2.21 -3.76 -0.56  -0.079
H: 2.04 -2.85 -0.95  0.000
H: 2.44 -3.52 0.33  0.009



[2]
ORCA calculation (ωB97M-V with the def2-TZVPD basis set) on C4H9NOS in the gas phase at a distorted geometry.

## Properties
* spin multiplicity: 1
* relative energy (zero: lowest compared OMol25 entry of this formula, charge and spin): 3.639 eV
* E: -685.8852 Eh
* highest occupied orbital energy: -0.3096 Ha
* SMILES: CN[C@H](C=O)CS

Each line ends with the Löwdin charge.
Positions of all 16 atoms, in Å:
C: 0.07 -0.78 2.12  -0.098
N: -0.68 -0.97 0.84  -0.096
C: 0.18 -0.52 -0.29  -0.279
C: -0.32 -0.29 -1.74  -0.445
S: -0.35 1.43 -2.48  0.788
C: 0.14 1.13 -0.06  -0.442
O: -0.60 1.71 0.68  0.013
H: 0.79 -1.58 2.11  0.070
H: 0.52 0.21 2.12  0.067
H: -0.64 -0.89 2.92  0.080
H: -1.41 -0.26 0.80  0.081
H: 1.20 -0.82 -0.10  0.129
H: 0.26 -0.81 -2.49  0.053
H: -1.35 -0.63 -1.87  0.078
H: 0.98 1.60 -2.51  -0.114
H: 1.20 1.47 -0.06  0.113



[3]
ORCA calculation (ωB97M-V with the def2-TZVPD basis set) on 6 unconnected molecules or ions with the total composition C47H43F10N9O8S3 at a distorted geometry.

## Properties
* spin multiplicity: 1
* E: -5104.3713 Eh
* highest occupied orbital energy: -0.3448 Ha
* SMILES: C[C@H](O)COc1c(CCSc2nnco2)c(C[C@@H]2CO2)c(S(=O)(=O)C(F)(F)C(F)(F)C(F)(F)F)c2nc(S(=O)(=O)C(F)(F)F)cnc12.c1ccncc1.c1ccncc1.c1ccncc1.c1ccncc1.c1ccncc1

Each line ends with the Löwdin charge.
Positions of all 120 atoms, in Å:
C: 3.12 -3.49 2.72  -0.039
C: 2.45 -3.47 4.17  -0.355
O: 2.84 -4.75 4.76  -0.074
C: 0.88 -3.51 4.16  -0.119
O: 0.20 -2.30 3.78  -0.034
C: 0.21 -2.02 2.44  -0.116
C: 0.80 -0.73 2.04  -0.029
C: 1.31 0.23 3.16  -0.196
C: 2.65 -0.21 3.89  -0.414
S: 3.51 1.37 4.40  0.935
C: 4.58 1.69 2.97  -0.634
N: 5.32 0.63 2.56  0.020
N: 6.00 1.13 1.49  0.013
C: 5.67 2.42 1.29  -0.108
O: 4.75 2.84 2.27  0.021
C: 0.89 -0.33 0.58  -0.069
C: 1.58 1.03 0.31  -0.065
C: 0.45 2.25 0.51  -0.194
C: -1.03 1.89 -0.05  -0.010
O: -0.05 2.87 -0.71  -0.117
C: 0.35 -1.22 -0.47  -0.130
S: 0.46 -0.74 -2.23  0.807
O: -0.71 -1.18 -3.00  -0.273
O: 0.50 0.72 -2.39  -0.310
C: 2.06 -1.36 -2.98  -0.379
F: 2.07 -0.80 -4.26  0.093
F: 3.17 -0.82 -2.36  0.104
C: 2.16 -2.92 -3.19  -0.281
F: 3.01 -3.12 -4.28  0.111
F: 0.97 -3.50 -3.56  0.125
C: 2.79 -3.74 -1.99  -0.412
F: 2.80 -3.09 -0.79  0.133
F: 4.07 -4.17 -2.25  0.146
F: 2.04 -4.88 -1.80  0.123
C: -0.27 -2.54 -0.06  -0.136
N: -0.72 -3.32 -1.11  0.155
C: -1.27 -4.47 -0.64  -0.246
S: -1.89 -5.66 -1.90  0.801
O: -0.88 -5.80 -2.94  -0.276
O: -2.17 -6.98 -1.34  -0.287
C: -3.44 -4.93 -2.63  -0.560
F: -3.62 -5.40 -3.91  0.119
F: -3.35 -3.56 -2.70  0.117
F: -4.54 -5.23 -1.88  0.102
C: -1.41 -4.84 0.77  -0.041
N: -0.96 -4.09 1.81  0.147
C: -0.36 -2.92 1.36  -0.078
H: 2.99 -4.49 2.23  0.096
H: 2.82 -2.61 2.09  0.057
H: 4.23 -3.37 2.91  0.095
H: 2.91 -2.70 4.85  0.127
H: 3.81 -4.72 4.82  0.094
H: 0.58 -3.71 5.23  0.149
H: 0.60 -4.44 3.60  0.126
H: 0.50 0.25 3.95  0.122
H: 1.44 1.29 2.84  0.067
H: 3.31 -0.88 3.29  0.066
H: 2.34 -0.66 4.88  0.078
H: 6.06 3.05 0.47  0.133
H: 2.01 1.17 -0.71  0.084
H: 2.40 1.27 1.04  0.103
H: 0.51 2.87 1.48  0.136
H: -1.19 0.96 -0.62  0.088
H: -1.83 2.50 0.45  0.097
H: -1.91 -5.81 1.01  0.131
N: -3.04 2.00 2.95  0.065
C: -4.11 1.93 3.75  -0.142
C: -4.06 2.11 5.13  -0.066
C: -2.83 2.37 5.71  -0.079
C: -1.70 2.44 4.90  -0.075
C: -1.86 2.25 3.54  -0.156
H: -5.05 1.73 3.25  0.087
H: -4.96 2.05 5.72  0.097
H: -2.75 2.52 6.78  0.106
H: -0.72 2.64 5.32  0.101
H: -1.01 2.30 2.87  0.066
N: 3.05 3.47 -1.85  0.071
C: 4.10 4.28 -1.97  -0.160
C: 4.71 4.59 -3.18  -0.071
C: 4.20 4.01 -4.33  -0.080
C: 3.10 3.17 -4.24  -0.059
C: 2.56 2.93 -2.98  -0.136
H: 4.47 4.70 -1.04  0.094
H: 5.56 5.25 -3.22  0.067
H: 4.64 4.22 -5.30  0.099
H: 2.67 2.70 -5.12  0.105
H: 1.71 2.28 -2.85  0.069
N: -7.75 2.03 3.83  0.050
C: -8.23 2.70 4.88  -0.159
C: -8.93 3.89 4.78  -0.075
C: -9.14 4.43 3.53  -0.081
C: -8.65 3.76 2.42  -0.071
C: -7.97 2.57 2.62  -0.157
H: -8.04 2.24 5.84  0.101
H: -9.29 4.39 5.67  0.101
H: -9.67 5.37 3.41  0.106
H: -8.79 4.15 1.42  0.103
H: -7.57 2.00 1.78  0.104
N: 7.51 6.81 -3.52  0.048
C: 8.01 7.91 -2.94  -0.149
C: 8.34 9.06 -3.63  -0.074
C: 8.15 9.09 -5.00  -0.080
C: 7.63 7.97 -5.63  -0.070
C: 7.32 6.86 -4.85  -0.154
H: 8.15 7.84 -1.87  0.103
H: 8.75 9.92 -3.11  0.102
H: 8.39 9.97 -5.58  0.106
H: 7.46 7.95 -6.70  0.103
H: 6.91 5.96 -5.29  0.098
N: -8.44 -7.21 -5.24  0.051
C: -7.64 -6.16 -5.05  -0.149
C: -6.60 -6.14 -4.13  -0.076
C: -6.38 -7.27 -3.36  -0.078
C: -7.20 -8.37 -3.54  -0.071
C: -8.21 -8.29 -4.48  -0.158
H: -7.85 -5.30 -5.67  0.103
H: -5.98 -5.26 -4.02  0.083
H: -5.58 -7.30 -2.63  0.095
H: -7.06 -9.28 -2.96  0.101
H: -8.88 -9.13 -4.66  0.101



[4]
ORCA calculation (ωB97M-V with the def2-TZVPD basis set) on C11H13BrN2O5 in the gas phase.

## Properties
* spin multiplicity: 1
* relative energy (zero: lowest compared OMol25 entry of this formula, charge and spin): 0.000 eV
* E: -3486.7158 Eh
* highest occupied orbital energy: -0.3057 Ha
* SMILES: O=c1[nH]c(=O)n([C@@H]2C[C@@H](O)[C@H](CO)O2)cc1/C=C/Br

Each line ends with the Löwdin charge.
Positions of all 32 atoms, in Å:
O: -1.11 -1.63 -3.98  0.086
C: -0.58 -1.38 -2.92  -0.419
N: -0.29 -2.40 -2.02  0.222
C: 0.28 -2.30 -0.78  -0.469
O: 0.50 -3.26 -0.07  0.104
N: 0.57 -1.00 -0.39  0.071
C: 0.39 0.05 -1.22  0.027
C: -0.16 -0.06 -2.46  -0.124
C: -0.39 1.04 -3.37  -0.156
C: -0.03 2.31 -3.17  -0.598
Br: -0.40 3.66 -4.43  0.666
H: 0.49 2.68 -2.30  0.041
H: -0.90 0.76 -4.28  0.107
H: 0.73 0.99 -0.82  0.131
C: 1.11 -0.84 0.97  -0.259
O: 1.42 0.49 1.24  -0.029
C: 0.49 1.04 2.17  -0.229
H: 1.05 1.77 2.77  0.164
C: -0.68 1.78 1.50  -0.186
O: -1.50 0.86 0.82  -0.040
H: -2.25 1.34 0.43  0.110
H: -0.27 2.53 0.81  0.124
H: -1.24 2.30 2.29  0.132
C: 0.03 -0.15 3.03  -0.311
O: 0.85 -0.35 4.15  0.002
H: 1.76 -0.49 3.85  0.105
C: 0.08 -1.31 2.02  -0.030
H: -0.89 -1.44 1.56  0.125
H: 0.38 -2.24 2.49  0.131
H: -0.97 0.00 3.43  0.159
H: 2.03 -1.43 1.00  0.170
H: -0.52 -3.34 -2.32  0.174



- Which value of E does entry 3 give?
  -5104.3713 Eh



- Number 2 is which compound?
  C4H9NOS